No. 1
Formula: C5H9IN
Source: OMol25
Level of theory: ωB97M-V/def2-TZVPD

```
16
Properties=species:S:1:pos:R:3:nbo_charge:R:1
C -2.00 -0.72 1.50 0.1473
C -2.01 0.80 1.41 -0.2675
C -0.38 0.25 -2.32 -0.7950
C 1.52 0.07 -0.84 -0.7874
C 0.29 -0.53 -1.27 0.2770
N -1.30 -0.17 0.55 -0.3651
I -0.02 -2.58 -1.19 0.4268
H -2.23 -1.63 1.98 0.2461
H -2.92 1.24 0.84 0.1913
H -1.63 1.44 2.16 0.2139
H -0.08 -0.02 -3.37 0.3176
H -1.43 0.09 -2.54 0.2873
H -0.19 1.29 -2.07 0.2496
H 1.93 0.37 -1.78 0.2907
H 2.29 -0.50 -0.19 0.2772
H 1.36 1.00 -0.31 0.2900
```

As for the net charge: +1.



No. 2
Formula: C5H9INO
Source: OMol25
Level of theory: ωB97M-V/def2-TZVPD

```
17
Properties=species:S:1:pos:R:3:nbo_charge:R:1
C -1.43 -1.69 0.25 0.4723
C -0.85 -1.46 -1.11 -0.5143
C 0.28 -0.46 -0.78 -0.2413
C -1.99 -0.39 0.73 -0.2126
C 0.50 1.07 1.11 -0.3999
N -0.26 0.63 0.00 -0.3919
O -1.39 -2.68 0.87 -0.4071
I -3.67 0.29 -0.27 0.3830
H -0.42 -2.35 -1.40 0.2595
H -1.53 -1.01 -1.89 0.2506
H 1.00 -0.98 -0.19 0.2212
H 0.81 -0.08 -1.65 0.2427
H -1.99 -0.08 1.78 0.2484
H 0.82 0.14 1.49 0.2176
H 1.19 1.67 0.61 0.2266
H -0.09 1.66 1.70 0.2228
H -0.64 1.38 -0.62 0.4225
```

As for the net charge: +1.



No. 3
Formula: C5H9INO
Source: OMol25
Level of theory: ωB97M-V/def2-TZVPD

```
17
Properties=species:S:1:pos:R:3:nbo_charge:R:1
C 0.63 -1.35 0.00 0.3280
C 0.33 -0.55 1.26 -0.4982
C -0.44 0.64 0.75 -0.2433
C 1.68 -1.24 -0.87 -0.5104
C -0.72 1.53 -1.40 0.1408
N 0.12 1.11 -0.54 -0.3972
O -0.36 -2.29 -0.23 -0.7068
I 3.37 -0.06 -0.54 0.2432
H -0.32 -1.23 1.78 0.2501
H 1.30 -0.17 1.65 0.2569
H -1.54 0.24 0.71 0.2436
H -0.33 1.59 1.29 0.2467
H 1.49 -1.85 -1.69 0.2480
H -0.97 -2.62 0.43 0.5107
H -1.71 1.69 -1.14 0.2192
H -0.35 1.60 -2.35 0.2163
H 1.08 0.90 -0.69 0.4524
```

As for the net charge: +1.



No. 4
Formula: C5H9IO2
Source: OMol25
Level of theory: ωB97M-V/def2-TZVPD

```
17
Properties=species:S:1:pos:R:3:nbo_charge:R:1
C -0.13 -0.10 0.98 -0.1446
C -0.74 -0.74 -0.42 0.1579
C 1.60 1.15 0.04 0.3979
C -1.28 -2.12 0.02 -0.6384
C 1.93 2.40 -0.68 -0.7304
O 0.48 1.08 0.66 -0.4007
O 0.19 -0.73 -1.32 -0.7816
I 3.00 -0.39 0.04 0.2587
H -0.93 0.10 1.69 0.2022
H 0.57 -0.85 1.35 0.1896
H -1.61 -0.08 -0.66 0.1019
H -1.76 -2.58 -0.84 0.2218
H -2.00 -2.03 0.82 0.1912
H -0.46 -2.76 0.33 0.2005
H 2.99 2.65 -0.60 0.2461
H 1.33 3.23 -0.30 0.2459
H 1.70 2.26 -1.74 0.2820
```

As for the net charge: 0.



No. 5
Formula: C5H9MgO3
Source: OMol25
Level of theory: ωB97M-V/def2-TZVPD

```
18
Properties=species:S:1:pos:R:3:nbo_charge:R:1
H 4.96 -2.02 0.36 0.2891
O 2.31 -0.66 -0.23 -0.7565
C 3.17 -1.49 -0.55 0.5427
H 2.84 -2.43 -1.03 0.1624
H 5.11 -1.51 -1.31 0.2829
C 4.61 -1.27 -0.36 -0.7452
H 4.83 -0.26 -0.03 0.2658
C -1.52 0.07 -0.91 0.2378
O -1.59 -0.82 -1.76 -0.6305
Mg 0.35 -0.57 -0.28 1.5947
O -2.20 -0.16 0.27 -0.6003
C -3.00 0.72 1.05 -0.0619
C -3.30 2.09 0.48 -0.6482
H -2.48 0.80 2.01 0.1797
H -3.94 0.16 1.21 0.2044
H -2.37 2.65 0.31 0.2158
H -3.89 2.67 1.21 0.2400
H -3.89 2.02 -0.44 0.2273
```

As for the net charge: +1.



No. 6
Formula: C5H9N
Source: OMol25
Level of theory: ωB97M-V/def2-TZVPD

```
15
Properties=species:S:1:pos:R:3:nbo_charge:R:1
N 0.90 0.98 0.21 -0.8067
C 0.30 -0.15 0.68 0.2641
C -0.27 -1.02 -0.30 -0.3892
C -0.55 -0.86 -1.63 -0.2068
C -0.78 0.38 -2.17 -0.4567
C 0.26 -0.15 2.20 -0.6509
H 1.13 1.82 0.67 0.3891
H 0.99 1.06 -0.77 0.3916
H -0.64 -1.93 0.08 0.2016
H -0.53 -1.81 -2.18 0.2127
H -0.92 0.66 -3.21 0.1999
H -0.66 1.36 -1.52 0.1815
H 1.30 -0.14 2.63 0.2227
H -0.21 -0.97 2.62 0.2243
H -0.31 0.76 2.69 0.2228
```

As for the net charge: 0.



No. 7
Formula: C5H9N
Source: OMol25
Level of theory: ωB97M-V/def2-TZVPD

```
15
Properties=species:S:1:pos:R:3:nbo_charge:R:1
C -2.67 0.51 -0.33 -0.6864
C -1.54 0.44 0.69 -0.2258
C -0.14 0.60 0.22 -0.5393
C 0.45 -0.68 -0.27 0.1355
N 1.70 -0.73 -0.60 -0.3414
C 2.61 -0.24 0.33 -0.2447
H -2.75 1.44 -0.96 0.2114
H -3.67 0.54 0.13 0.2219
H -2.80 -0.29 -1.11 0.2072
H 0.63 0.92 0.95 0.2639
H -1.67 -0.46 1.28 0.1688
H 0.09 1.27 -0.63 0.2452
H -0.25 -1.37 -0.69 0.1908
H 3.60 -0.19 -0.12 0.2019
H 2.35 -0.50 1.34 0.1910
```

As for the net charge: 0.



No. 8
Formula: C5H9N
Source: OMol25
Level of theory: ωB97M-V/def2-TZVPD

```
15
Properties=species:S:1:pos:R:3:nbo_charge:R:1
C -1.13 0.75 0.56 -0.4562
C -1.98 -0.31 -0.21 -0.4073
C -0.54 -0.52 0.07 -0.0766
N 0.64 -0.60 -0.79 -0.3906
C 1.84 -0.68 0.05 -0.2591
C 1.45 0.60 -0.58 -0.2616
H -1.04 1.63 -0.08 0.2137
H -1.05 1.03 1.61 0.2190
H -2.66 -1.08 0.15 0.2179
H -2.33 0.13 -1.14 0.2186
H -0.45 -1.24 0.89 0.1923
H 1.66 -0.77 1.12 0.1861
H 2.67 -1.30 -0.30 0.2051
H 1.96 1.05 -1.43 0.2024
H 0.96 1.30 0.09 0.1965
```

As for the net charge: 0.



Number 1: total energy -14910.27619 eV. Number 2: total energy -16959.58065 eV. Number 3: total energy -16959.66250 eV. Number 4: total energy -17523.10241 eV. Number 5: total energy -16909.93234 eV. Number 6: total energy -6818.85731 eV. Number 7: total energy -6815.00776 eV. Number 8: total energy -6818.10891 eV.